1.
ORCA calculation (ωB97M-V/def2-TZVPD) on an isolated molecule of C4H8O2.

ORCA input file:
```
! wB97M-V def2-TZVPD RIJCOSX def2/J DEFGRID3
* xyz 0 1
C 0.13937 0.31814 1.45168
C 0.44689 0.14349 -0.02849
C -0.54651 -0.77141 -0.73691
O -0.38904 -2.06695 -0.19298
C 0.54426 1.46808 -0.74773
O 0.56520 2.54595 -0.20285
H 0.93779 0.87377 1.95111
H 0.02516 -0.65888 1.92814
H -0.79015 0.88331 1.58082
H 1.42994 -0.33602 -0.15214
H -1.57033 -0.39102 -0.58341
H -0.34888 -0.77243 -1.82335
H -1.05500 -2.64063 -0.58905
H 0.61130 1.40461 -1.85483
*
```

**DFT total energy**: -8372.1140 eV
**Kohn-Sham gap**: 0.393 hartree



2.
ORCA calculation (ωB97M-V/def2-TZVPD) on a cluster of 14 separate species, C36H75BBr26N2O5PS in total in a non-equilibrium geometry.

ORCA input file:
```
! wB97M-V def2-TZVPD RIJCOSX def2/J DEFGRID3
* xyz -1 1
N 1.07668 -3.12027 2.75041
C 0.73185 -2.44836 1.40570
C 0.65017 -0.82893 1.68393
C 0.70730 0.09781 0.33473
O 0.54789 1.55730 0.42057
B 0.56587 2.14732 -0.96461
C 2.07576 2.64631 -1.38866
C 2.70715 3.82118 -0.42152
C 3.28121 3.26520 1.02064
S 4.69314 2.01509 0.84379
P -0.84748 3.45447 -0.85194
O -0.61716 4.24812 0.50136
O 0.10675 0.96461 -1.77186
C -0.23628 -0.24857 -0.95867
O 0.15020 -1.39112 -1.81649
C -1.86612 -0.11960 -0.86401
C -2.47295 0.01830 0.65156
C -4.03739 0.53691 0.71276
N -4.34582 1.62159 1.76334
O -5.00600 0.04468 -0.06648
H 0.32773 -2.89836 3.45702
H 1.97023 -2.73022 3.13261
H -0.32077 -2.85274 1.06496
H 1.58155 -2.62963 0.61010
H -0.33952 -0.66053 2.32901
H 1.53781 -0.50819 2.40785
H 1.79189 -0.15873 -0.08912
H 2.75404 1.69189 -1.49329
H 1.99576 3.12401 -2.47203
H 3.60105 4.40930 -0.94985
H 1.88837 4.64803 -0.17602
H 2.45016 2.80779 1.71272
H 3.72641 4.20272 1.59234
H 4.18220 0.72132 0.55779
H -0.91579 4.33600 -2.01792
H -2.17755 2.83833 -0.77266
H 0.46470 -1.04136 -2.70816
H -2.31092 -1.09481 -1.38751
H -2.27900 0.78914 -1.51265
H -1.82399 0.76706 1.29752
H -2.38165 -1.05034 1.16255
H -3.78878 2.46098 1.45373
H -3.89177 1.34373 2.68471
Br 7.31315 0.12110 0.08914
C 8.40181 1.23130 -1.08910
C 7.69795 1.49136 -2.40011
Br 7.78356 -0.06806 -3.56943
H 9.36407 0.72464 -1.20581
H 8.55261 2.16499 -0.54012
H 8.19833 2.28991 -2.95506
H 6.64053 1.74385 -2.28237
Br -0.75073 3.10549 -5.40853
C -0.56194 5.04246 -5.27249
C 0.82770 5.48554 -5.66536
Br 2.11273 5.12593 -4.24205
H -0.83278 5.31842 -4.24937
H -1.30635 5.44944 -5.96249
H 0.86079 6.56902 -5.81037
H 1.20259 4.99102 -6.56573
Br 5.11607 -7.49706 3.20183
C 3.27823 -7.18547 3.77736
C 2.82125 -5.79140 3.41751
Br 3.56973 -4.46559 4.63752
H 3.24079 -7.39122 4.85093
H 2.68387 -7.93524 3.24777
H 1.73720 -5.69970 3.52923
H 3.10487 -5.48938 2.40553
Br 10.00677 3.02620 -6.42127
C 10.92168 4.48873 -5.51026
C 10.76640 4.38194 -4.01150
Br 8.99190 4.95936 -3.44214
H 10.52384 5.42028 -5.92283
H 11.97214 4.38928 -5.79754
H 11.46101 5.05609 -3.50250
H 10.90826 3.36635 -3.63175
Br 0.37944 -6.97814 1.29729
C 0.07264 -8.55743 0.19380
C 1.36167 -9.29965 -0.06941
Br 2.43337 -8.39523 -1.42584
H -0.42678 -8.21754 -0.71798
H -0.61873 -9.17739 0.77134
H 1.15844 -10.29138 -0.48317
H 1.99197 -9.40302 0.81817
Br -2.85073 4.89888 2.96787
C -2.66194 6.83585 3.10391
C -1.27230 7.27893 2.71104
Br 0.01273 6.91932 4.13435
H -2.93278 7.11181 4.12703
H -3.40635 7.24283 2.41391
H -1.23921 8.36241 2.56603
H -0.89741 6.78442 1.81067
Br -7.72056 4.91696 -0.48567
C -8.02736 3.33767 -1.58916
C -6.73833 2.59545 -1.85237
Br -5.66663 3.49987 -3.20880
H -8.52678 3.67757 -2.50094
H -8.71873 2.71771 -1.01162
H -6.94156 1.60372 -2.26613
H -6.10803 2.49208 -0.96479
Br -7.59666 3.17267 2.85101
C -9.43450 3.48427 3.42654
C -9.89149 4.87834 3.06669
Br -9.14300 6.20415 4.28670
H -9.47195 3.27851 4.50011
H -10.02886 2.73449 2.89695
H -10.97553 4.97004 3.17841
H -9.60786 5.18035 2.05470
Br 10.81094 2.43460 1.37201
C 11.33475 1.10776 2.70283
C 10.35476 -0.04098 2.74511
Br 8.72194 0.45772 3.68938
H 11.42935 1.63329 3.65737
H 12.32210 0.76131 2.38501
H 10.76683 -0.87911 3.31413
H 10.05510 -0.39252 1.75396
Br -9.24694 0.09059 -1.44664
C -8.02500 -1.28948 -0.80769
C -8.64468 -2.66262 -0.91832
Br -9.94540 -2.96738 0.50354
H -7.74593 -1.02004 0.21495
H -7.14504 -1.21006 -1.45210
H -7.88758 -3.43989 -0.78161
H -9.16365 -2.82948 -1.86626
Br 4.21094 -10.18743 -5.18388
C 4.73475 -11.51428 -3.85306
C 3.75476 -12.66302 -3.81077
Br 2.12194 -12.16432 -2.86651
H 4.82935 -10.98874 -2.89852
H 5.72210 -11.86072 -4.17087
H 4.16683 -13.50114 -3.24176
H 3.45510 -13.01456 -4.80192
Br -2.05346 -11.35959 1.55695
C -3.89130 -11.04800 2.13248
C -4.34828 -9.65392 1.77262
Br -3.59980 -8.32811 2.99263
H -3.92875 -11.25375 3.20604
H -4.48566 -11.79777 1.60288
H -5.43233 -9.56222 1.88434
H -4.06466 -9.35191 0.76064
Br -6.07120 9.37440 0.20791
C -7.42061 8.74060 1.46623
C -7.44768 9.59165 2.71393
Br -5.95377 9.16373 3.89356
H -7.20297 7.68708 1.66374
H -8.36908 8.81571 0.92712
H -8.34423 9.38266 3.30431
H -7.39470 10.66443 2.50877
*
```

**DFT total energy**: -1893671.7715 eV
**Kohn-Sham gap**: 0.234 hartree



3.
ORCA calculation (ωB97M-V/def2-TZVPD) on an isolated molecule of C3H6Cl2Si in a non-equilibrium geometry.

ORCA input file:
```
! wB97M-V def2-TZVPD RIJCOSX def2/J DEFGRID3
* xyz 0 1
C 0.13189 1.91771 0.96151
C -0.01709 1.30368 -0.28350
C 0.00731 -1.85666 0.37340
Si -0.23636 -0.47797 -0.88293
Cl 0.38123 3.55513 1.20031
Cl -0.18085 2.30111 -1.65434
H 0.51290 1.49413 1.90452
H 0.95658 -1.58346 0.75479
H -0.68693 -1.93131 1.22542
H -0.04036 -2.89737 -0.01501
H 0.68146 -1.03244 -1.97952
H -1.50977 -0.79254 -1.60465
*
```

**DFT total energy**: -36129.2917 eV
**Kohn-Sham gap**: 0.360 hartree



4.
ORCA calculation (ωB97M-V/def2-TZVPD) on a structure of composition C22H40Cl2N4Os in a non-equilibrium geometry.

ORCA input file:
```
! wB97M-V def2-TZVPD RIJCOSX def2/J DEFGRID3
* xyz -2 5
Os 0.14644 0.05768 2.33306
Cl 0.88205 -1.18220 0.60064
C 0.00662 1.20120 6.24505
C 0.05910 1.14655 3.99654
N 0.59628 0.63903 5.15632
H -1.48046 2.82531 6.32281
N -0.79607 2.11612 4.43002
H 0.27316 0.91811 7.25389
C 1.48938 -0.51466 5.09303
C 2.13498 -0.72057 6.45516
C 0.61920 -1.65761 4.61475
H 1.39099 -0.95077 7.22509
H 2.82930 -1.56165 6.38061
H 2.71359 0.16036 6.75031
H 3.01429 -1.11154 3.70201
H 3.11538 0.62468 4.22612
H 0.27380 -1.41730 3.53430
C 2.45807 -0.21057 3.96465
H -0.26580 -1.79695 5.24730
H 1.20359 -2.57662 4.55637
H 1.90769 0.11363 2.99627
C -0.85346 2.13135 5.78698
C -3.03940 2.41123 3.63589
H -3.42691 2.54809 4.65688
H -3.66301 2.97804 2.93397
C -1.61021 2.93022 3.54207
H -1.68200 3.15441 1.40494
C -1.58981 4.37300 4.03828
H -0.56696 4.76363 4.09641
H -3.06591 1.34376 3.37908
H -0.84430 1.71466 1.79595
H -2.07006 4.47620 5.02036
H -2.15211 4.98017 3.31907
C -0.98065 2.78671 2.15906
H -0.01032 3.30395 2.11997
C 0.31086 -2.39744 -5.82411
N 0.50932 -2.24462 -4.47066
H -0.67773 -1.00700 -7.22333
N -0.52983 -0.50248 -5.12901
H 0.65975 -3.25597 -6.38948
C 1.33973 -3.14808 -3.67286
C 1.67822 -4.38896 -4.48794
C 2.62768 -2.42108 -3.30399
H 2.30264 -4.14677 -5.36054
H 2.25386 -5.08223 -3.85697
H 0.78143 -4.92105 -4.83141
H 1.05215 -4.12189 -1.77207
H -0.41943 -3.96754 -2.78701
H 2.40130 -1.47616 -2.79606
C 0.50006 -3.46698 -2.45552
H 3.21758 -2.22065 -4.21099
H 3.22403 -3.05685 -2.63523
H 0.24291 -2.52919 -1.95377
C -0.34496 -1.30155 -6.24478
C 0.07183 1.84598 -4.93790
H 0.79726 1.81508 -5.76527
H -0.35127 2.86062 -4.89479
C -1.05794 0.85648 -5.20076
H -2.54376 1.94010 -4.09059
C -1.61871 1.11881 -6.59235
H -2.40814 0.40612 -6.86869
H 0.58410 1.62278 -3.99377
H -1.69811 0.63202 -3.17055
H -0.83080 1.09938 -7.36128
H -2.05958 2.12651 -6.60222
C -2.12994 0.92436 -4.13425
H -2.93255 0.22412 -4.40299
C -0.02675 -1.08151 -3.99417
Cl -1.94167 -0.73197 2.44212
*
```

**DFT total energy**: -56931.2878 eV
**Kohn-Sham gap (spin up / spin down)**: 0.045 / 0.175 hartree



5.
ORCA calculation (ωB97M-V/def2-TZVPD) on a cluster of 4 separate species, C5H19NO3 in total in a non-equilibrium geometry.

ORCA input file:
```
! wB97M-V def2-TZVPD RIJCOSX def2/J DEFGRID3
* xyz 0 1
C 0.97248 -2.15641 0.12392
C -0.48770 -1.83749 -0.30537
C -1.51912 -2.94855 -0.11407
C -0.48626 -1.38443 -1.83860
C -0.30364 0.09324 -2.12474
N 1.43796 -1.14288 1.14983
H 0.97301 -3.15144 0.70291
H 1.78140 -2.15309 -0.69910
H -0.96443 -0.85858 0.23865
H -1.45614 -3.44840 0.98693
H -2.58498 -2.61699 -0.24502
H -1.27758 -3.74998 -0.83215
H -1.23240 -1.84676 -2.45520
H 0.47853 -1.99905 -2.16615
H -0.24532 0.23147 -3.17724
H -1.01331 0.85474 -1.79003
H 0.53254 0.46998 -1.47732
H 0.68602 -0.61184 1.52349
H 2.32235 -0.76814 1.14754
H 1.73342 3.61035 2.34254
H 0.59771 2.90957 3.07142
O 1.46119 2.97019 2.91106
H 1.34253 4.04402 -0.74034
H 0.33049 2.92214 -1.19151
O 0.80630 3.29908 -0.52270
H -0.81143 3.69114 1.70912
H -1.44679 2.38947 1.71434
O -1.62685 3.18864 2.05779
*
```

**DFT total energy**: -13123.1467 eV
**Kohn-Sham gap**: 0.325 hartree